Entry 1:
Molecular formula: C44H72BrClIN3O19P
Method: DFT, ωB97M-V with the def2-TZVPD basis set

Output
charge: +1
HOMO level: -11.323 eV
DFT total energy: -190117.6257 eV
E_LUMO: -3.825 eV

Last column: Mulliken charge in e.
CARTESIAN COORDINATES (ANGSTROEM)
C1 1.87 -4.54 0.04  -0.92
C2 0.42 -4.18 -0.12  0.27
O1 -0.05 -4.30 -1.46  -0.49
C3 0.39 -3.28 -2.30  -0.83
C4 -0.65 -2.17 -2.43  -0.06
C5 -1.54 -2.36 -3.63  0.02
Cl1 -0.64 -2.53 -5.16  -0.27
C6 -2.60 -1.29 -3.78  -0.99
N1 -2.04 0.02 -3.48  0.30
O2 -2.85 0.97 -2.87  -0.42
C7 -3.28 0.64 -1.53  0.31
C8 -3.35 1.91 -0.70  -1.48
C9 -0.69 0.10 -3.16  -1.29
N2 -0.05 1.07 -3.76  0.53
C10 1.39 1.36 -3.70  -0.51
Br1 1.76 2.32 -5.38  -0.06
C11 1.85 2.27 -2.59  -0.25
C12 1.03 3.54 -2.41  -1.35
N3 -0.03 -0.78 -2.36  0.90
P1 -0.10 -0.32 -0.60  -0.08
O3 -0.35 1.26 -0.71  -0.42
I1 2.18 -0.49 0.29  -0.13
H1 2.50 -3.89 -0.55  0.38
H2 2.06 -5.58 -0.19  0.17
H3 2.11 -4.34 1.07  0.26
H4 0.20 -3.20 0.30  -0.16
H5 -0.16 -4.88 0.47  0.34
H6 1.33 -2.85 -1.97  0.23
H7 0.59 -3.72 -3.28  0.51
H8 -1.30 -2.27 -1.57  0.59
H9 -2.02 -3.32 -3.48  0.61
H10 -2.87 -1.30 -4.82  0.47
H11 -3.49 -1.54 -3.22  0.30
H12 -4.29 0.26 -1.61  0.63
H13 -2.70 -0.15 -1.07  -0.14
H14 -2.82 2.71 -1.20  0.41
H15 -4.38 2.23 -0.61  0.44
H16 -2.99 1.75 0.30  0.20
H17 -0.61 1.67 -4.35  0.49
H18 1.93 0.43 -3.77  0.52
H19 2.85 2.57 -2.87  0.70
H20 1.97 1.68 -1.69  -0.29
H21 -0.02 3.42 -2.65  0.29
H22 1.46 4.32 -3.01  0.42
H23 1.14 3.88 -1.39  0.43
H24 0.42 1.77 -0.40  0.32
O4 -0.66 7.94 -3.89  -0.60
C13 -0.35 7.29 -4.85  0.58
O5 -1.17 6.36 -5.38  -0.38
C14 -0.50 5.66 -6.45  0.14
C15 0.60 6.59 -6.92  -0.70
C16 0.96 7.32 -5.62  -0.28
H25 -0.09 4.73 -6.03  -0.27
H26 -1.23 5.42 -7.22  0.38
H27 1.44 6.07 -7.38  0.34
H28 0.21 7.30 -7.65  0.29
H29 1.70 6.78 -5.04  0.19
H30 1.29 8.34 -5.78  0.32
O6 2.89 -3.95 3.77  -0.64
C17 2.07 -3.22 4.24  0.53
O7 1.15 -2.59 3.46  -0.25
C18 0.35 -1.69 4.26  -0.06
C19 0.46 -2.23 5.68  -0.41
C20 1.87 -2.82 5.69  -0.21
H31 0.75 -0.68 4.16  0.14
H32 -0.67 -1.71 3.90  0.10
H33 0.30 -1.47 6.44  0.39
H34 -0.27 -3.02 5.83  0.21
H35 2.63 -2.08 5.96  0.24
H36 1.95 -3.68 6.34  0.05
O8 1.85 -3.63 8.37  -0.59
C21 1.44 -4.61 8.94  0.53
O9 2.19 -5.72 9.08  -0.35
C22 1.42 -6.77 9.69  -0.43
C23 0.30 -6.05 10.44  -0.49
C24 0.07 -4.82 9.56  -0.44
H37 1.04 -7.42 8.91  0.26
H38 2.07 -7.34 10.35  0.31
H39 -0.58 -6.66 10.59  0.33
H40 0.65 -5.73 11.42  0.27
H41 -0.64 -5.02 8.75  0.25
H42 -0.23 -3.94 10.12  0.33
O10 -2.60 -1.10 4.37  -0.58
C25 -3.69 -0.76 4.01  0.28
O11 -4.81 -1.38 4.44  -0.37
C26 -5.97 -0.84 3.77  -0.53
C27 -5.55 0.55 3.30  -0.49
C28 -4.05 0.35 3.04  0.62
H43 -6.22 -1.50 2.94  0.25
H44 -6.80 -0.82 4.47  0.35
H45 -6.11 0.90 2.44  0.37
H46 -5.69 1.27 4.11  0.23
H47 -3.86 -0.01 2.03  -0.28
H48 -3.46 1.24 3.24  0.08
O12 4.99 6.63 -2.47  -0.60
C29 4.27 7.58 -2.42  0.40
O13 3.11 7.65 -3.12  -0.25
C30 2.49 8.94 -2.94  -0.26
C31 3.06 9.47 -1.63  -0.60
C32 4.46 8.86 -1.62  -0.40
H49 2.74 9.57 -3.80  0.23
H50 1.41 8.80 -2.92  0.26
H51 3.04 10.55 -1.57  0.36
H52 2.48 9.08 -0.80  0.27
H53 5.19 9.48 -2.15  0.26
H54 4.82 8.64 -0.62  0.30
O14 -1.88 -9.25 1.21  -0.57
C33 -0.69 -9.21 1.20  0.30
O15 0.07 -10.26 1.59  -0.36
C34 1.47 -9.90 1.58  -0.46
C35 1.57 -8.72 0.62  -0.52
C36 0.21 -8.05 0.82  0.06
H55 1.76 -9.64 2.60  0.26
H56 2.05 -10.76 1.26  0.34
H57 2.42 -8.07 0.82  0.35
H58 1.65 -9.08 -0.41  0.28
H59 0.22 -7.33 1.64  0.12
H60 -0.15 -7.57 -0.09  0.20
O16 5.88 -2.61 -5.78  -0.56
C37 4.82 -2.22 -6.17  0.46
O17 3.65 -2.83 -5.85  -0.37
C38 2.56 -2.20 -6.55  0.58
C39 3.05 -0.80 -6.88  0.20
C40 4.55 -1.02 -7.08  -0.55
H61 2.33 -2.78 -7.44  0.36
H62 1.69 -2.16 -5.90  -0.75
H63 2.55 -0.36 -7.74  0.54
H64 2.88 -0.16 -6.02  -0.48
H65 4.80 -1.30 -8.10  0.28
H66 5.15 -0.17 -6.78  0.32
O18 -5.02 3.25 2.13  -0.54
C41 -4.37 4.04 2.76  0.53
O19 -3.20 3.70 3.35  -0.29
C42 -2.70 4.81 4.13  -0.47
C43 -3.35 6.05 3.52  -0.53
C44 -4.70 5.49 3.05  -0.51
H67 -2.98 4.66 5.17  0.29
H68 -1.62 4.82 4.06  0.31
H69 -3.43 6.88 4.22  0.34
H70 -2.78 6.39 2.66  0.27
H71 -5.46 5.52 3.83  0.28
H72 -5.07 5.98 2.15  0.31

---

Entry 2:
Molecular formula: C44H72O7
Method: DFT, ωB97M-V with the def2-TZVPD basis set

Output
energy relative to the best compared isomer or geometry (same formula, charge and spin): 0.0 kJ/mol
HOMO level: -8.946 eV
DFT total energy: -61125.3127 eV
SMILES string: c1ccccc1.c1ccccc1.c1ccccc1.c1ccccc1.c1ccccc1.CCO.CCO.CCO.CCO.CCO.CCO.CCO
E_LUMO: 0.555 eV

Last column: Mulliken charge in e.
CARTESIAN COORDINATES (ANGSTROEM)
C1 0.01 0.75 -5.78  -0.56
C2 -0.60 1.33 -4.65  -0.35
C3 0.16 2.11 -3.82  0.32
C4 1.48 2.35 -4.17  -0.33
C5 2.05 1.83 -5.33  -0.45
C6 1.31 0.99 -6.14  -0.63
H1 -0.55 0.25 -6.54  0.41
H2 -1.71 1.22 -4.51  0.36
H3 -0.29 2.56 -2.94  -0.28
H4 2.11 3.00 -3.55  0.48
H5 3.10 2.06 -5.55  0.36
H6 1.69 0.56 -7.06  0.41
C7 0.39 3.46 2.10  0.55
C8 -0.51 2.76 2.89  -0.07
C9 -1.68 3.39 3.29  -0.22
C10 -1.92 4.74 2.98  -0.76
C11 -0.96 5.44 2.20  -0.53
C12 0.20 4.78 1.73  -0.38
H7 1.24 2.83 1.80  -0.33
H8 -0.26 1.68 2.99  0.19
H9 -2.45 2.78 3.78  0.29
H10 -2.77 5.33 3.38  0.35
H11 -1.02 6.49 2.02  0.45
H12 0.92 5.29 1.12  0.33
C13 -1.78 -2.64 -4.66  -0.57
C14 -2.36 -1.93 -3.64  -1.00
C15 -1.82 -1.88 -2.33  -0.31
C16 -0.71 -2.69 -2.14  -0.11
C17 -0.18 -3.49 -3.16  -0.54
C18 -0.67 -3.46 -4.45  -0.57
H13 -2.09 -2.47 -5.68  0.41
H14 -3.22 -1.37 -3.86  0.64
H15 -2.26 -1.33 -1.54  0.88
H16 -0.18 -2.69 -1.17  0.32
H17 0.74 -3.99 -2.90  0.45
H18 -0.26 -4.00 -5.30  0.40
C19 -5.50 -3.02 -1.04  -0.30
C20 -5.65 -2.30 -2.28  -0.53
C21 -5.96 -0.94 -2.22  -0.29
C22 -6.19 -0.36 -0.96  -0.63
C23 -6.08 -1.04 0.20  -0.17
C24 -5.78 -2.40 0.17  -0.44
H19 -5.17 -4.03 -1.08  0.43
H20 -5.48 -2.81 -3.24  0.40
H21 -6.00 -0.34 -3.13  0.41
H22 -6.45 0.67 -0.98  0.42
H23 -6.23 -0.60 1.22  0.40
H24 -5.73 -2.98 1.11  0.33
C25 -3.27 -0.59 3.70  -0.41
C26 -2.89 -1.81 4.23  -0.57
C27 -2.63 -2.89 3.37  -0.62
C28 -2.73 -2.80 1.94  -0.52
C29 -3.13 -1.52 1.44  0.42
C30 -3.41 -0.49 2.29  -0.41
H25 -3.36 0.32 4.33  0.25
H26 -2.84 -1.85 5.31  0.47
H27 -2.44 -3.93 3.76  0.32
H28 -2.47 -3.66 1.35  0.54
H29 -3.36 -1.33 0.41  0.10
H30 -3.67 0.46 1.79  0.44
C31 3.92 3.15 -1.15  -0.32
C32 2.90 4.16 -0.58  -0.05
O1 1.67 4.19 -1.25  -0.58
H31 4.43 2.67 -0.30  0.22
H32 4.60 3.75 -1.77  0.33
H33 3.38 2.40 -1.70  -0.38
H34 3.36 5.15 -0.71  0.54
H35 2.71 3.99 0.48  -0.07
H36 1.22 3.38 -1.03  0.07
C33 3.09 -5.16 3.36  -1.11
C34 2.39 -4.77 2.00  -0.41
O2 2.02 -3.42 1.90  -0.20
H37 3.94 -4.48 3.62  0.25
H38 3.60 -6.10 3.16  0.42
H39 2.44 -5.28 4.23  0.28
H40 1.45 -5.30 1.81  0.32
H41 3.08 -5.02 1.22  0.35
H42 2.79 -2.83 1.84  0.22
C35 2.37 -0.48 6.11  -1.19
C36 1.56 -1.41 5.21  0.24
O3 2.46 -2.02 4.23  -0.57
H43 3.02 0.24 5.54  0.15
H44 3.04 -1.07 6.73  0.35
H45 1.79 0.10 6.78  0.43
H46 0.85 -0.84 4.61  -0.03
H47 1.06 -2.21 5.81  0.30
H48 1.96 -2.61 3.67  0.19
C37 0.64 -0.50 0.69  1.29
C38 0.74 0.14 -0.66  1.09
O4 0.83 1.54 -0.56  0.93
H49 1.45 -0.24 1.33  -1.17
H50 0.72 -1.58 0.68  0.03
H51 -0.33 -0.25 1.23  -0.12
H52 -0.07 -0.15 -1.34  -0.01
H53 1.60 -0.17 -1.18  -1.26
H54 -0.05 1.93 -0.30  -0.33
C39 3.72 1.17 2.42  -0.70
C40 4.44 0.10 1.78  -0.20
O5 4.09 -1.20 2.28  -0.61
H55 3.91 2.13 1.96  0.31
H56 3.92 1.20 3.46  0.43
H57 2.65 0.96 2.35  -0.17
H58 5.50 0.27 1.82  0.50
H59 4.25 0.21 0.72  0.12
H60 3.51 -1.20 3.05  0.39
C41 -2.19 4.35 -2.23  -1.20
C42 -2.49 3.20 -1.30  -0.43
O6 -1.58 2.92 -0.23  -0.18
H61 -2.16 5.29 -1.69  0.38
H62 -3.00 4.55 -2.97  0.39
H63 -1.22 4.26 -2.78  0.26
H64 -2.51 2.27 -1.82  0.25
H65 -3.42 3.36 -0.85  0.64
H66 -1.61 3.61 0.45  -0.02
C43 2.98 -0.90 -3.07  -0.85
C44 3.09 -2.03 -2.13  0.72
O7 4.42 -2.10 -1.56  -0.64
H67 3.39 0.05 -2.67  0.04
H68 1.89 -0.80 -3.29  0.15
H69 3.47 -1.10 -4.03  0.43
H70 2.82 -2.99 -2.52  0.32
H71 2.37 -1.84 -1.34  -0.46
H72 4.39 -2.43 -0.66  0.30

---

Entry 3:
Molecular formula: C44H74Br2NO22S5
Method: DFT, ωB97M-V with the def2-TZVPD basis set

Output
charge: +1
HOMO level: -11.509 eV
DFT total energy: -287607.3342 eV
E_LUMO: -4.480 eV

Last column: Mulliken charge in e.
CARTESIAN COORDINATES (ANGSTROEM)
C1 -24.23 -16.62 -0.13  -0.81
C2 -23.28 -17.81 -0.07  2.68
C3 -23.26 -18.52 -1.49  -0.42
C4 -22.28 -17.94 -2.48  -0.52
C5 -20.88 -17.69 -1.89  -1.80
C6 -20.83 -16.97 -0.52  2.08
N1 -21.95 -17.33 0.41  1.74
O1 -21.87 -16.74 1.47  -0.42
C7 -20.95 -15.45 -0.97  -1.24
C8 -19.44 -17.23 0.15  -2.03
C9 -23.81 -18.81 0.97  -1.59
H1 -25.16 -16.83 -0.65  -0.03
H2 -23.81 -15.78 -0.68  -0.23
H3 -24.50 -16.18 0.84  0.13
H4 -24.28 -18.47 -1.87  -0.02
H5 -22.88 -19.54 -1.54  -0.36
H6 -22.53 -17.06 -3.08  0.17
H7 -22.15 -18.63 -3.32  0.75
H8 -20.32 -17.29 -2.73  0.46
H9 -20.46 -18.70 -1.84  0.40
H10 -19.97 -15.05 -1.23  0.57
H11 -21.33 -14.79 -0.19  0.11
H12 -21.72 -15.42 -1.74  0.12
H13 -19.16 -16.46 0.85  0.42
H14 -18.63 -17.32 -0.58  0.50
H15 -19.37 -18.18 0.69  0.26
H16 -23.64 -18.46 1.99  0.51
H17 -23.58 -19.84 0.72  0.16
H18 -24.90 -18.87 0.88  -0.21
Br1 -27.15 -20.63 1.49  -0.14
C10 -27.76 -21.69 -0.09  -0.36
C11 -29.03 -21.16 -0.66  -0.46
Br2 -29.63 -22.03 -2.34  -0.14
H19 -27.71 -22.73 0.20  0.42
H20 -26.97 -21.59 -0.83  0.14
H21 -29.01 -20.07 -0.67  0.16
H22 -29.79 -21.39 0.10  0.44
O2 -21.25 -20.82 0.29  -0.53
S1 -21.18 -21.05 1.72  1.03
O3 -21.21 -19.95 2.65  -0.70
O4 -22.30 -22.18 2.13  0.00
C12 -22.36 -22.32 3.54  -0.41
C13 -23.10 -23.62 3.86  -1.26
C14 -19.61 -22.01 2.02  -0.92
H23 -22.93 -21.45 3.88  0.32
H24 -21.45 -22.23 4.13  0.50
H25 -24.13 -23.53 3.51  0.28
H26 -23.02 -23.99 4.88  0.39
H27 -22.65 -24.39 3.24  0.28
H28 -18.84 -21.35 2.41  0.04
H29 -19.47 -22.49 1.06  0.38
H30 -19.89 -22.78 2.74  0.51
O5 -15.12 -19.05 2.65  -0.61
S2 -16.38 -19.53 3.11  1.13
O6 -17.57 -18.77 2.79  -0.49
O7 -16.59 -21.12 2.66  -0.26
C15 -15.45 -21.97 2.67  -0.28
C16 -15.85 -23.37 3.13  -1.04
C17 -16.32 -19.74 4.89  -0.95
H31 -14.63 -21.63 3.30  0.36
H32 -15.06 -22.16 1.67  0.31
H33 -15.97 -23.47 4.20  0.29
H34 -15.29 -24.17 2.64  0.40
H35 -16.81 -23.58 2.65  0.15
H36 -15.62 -19.03 5.32  0.36
H37 -16.10 -20.80 5.04  0.29
H38 -17.25 -19.54 5.42  0.33
O8 -26.62 -13.28 0.71  -0.49
S3 -27.62 -14.29 0.83  0.85
O9 -27.58 -15.48 0.05  -0.24
O10 -27.64 -14.70 2.43  -0.34
C18 -28.25 -15.92 2.76  -0.48
C19 -27.10 -16.98 2.90  -0.20
C20 -29.22 -13.42 0.73  -1.16
H39 -28.84 -16.25 1.91  0.30
H40 -28.70 -15.96 3.75  0.45
H41 -26.56 -17.42 2.06  -0.20
H42 -27.50 -17.83 3.46  0.50
H43 -26.25 -16.52 3.41  -0.14
H44 -29.98 -14.12 1.05  0.37
H45 -29.40 -13.14 -0.31  0.40
H46 -29.17 -12.63 1.48  0.40
O11 -24.54 -12.48 -1.28  -0.63
S4 -24.15 -13.24 -2.42  1.04
O12 -23.57 -14.55 -2.36  -0.56
O13 -25.46 -13.34 -3.43  -0.32
C21 -25.33 -13.90 -4.74  -0.16
C22 -26.54 -14.81 -4.91  -1.10
C23 -23.03 -12.19 -3.53  -1.18
H47 -24.46 -14.56 -4.72  0.29
H48 -25.27 -13.16 -5.53  0.31
H49 -26.69 -15.36 -3.98  0.07
H50 -26.32 -15.53 -5.70  0.36
H51 -27.48 -14.33 -5.14  0.40
H52 -22.35 -11.75 -2.81  0.42
H53 -23.63 -11.45 -4.06  0.42
H54 -22.61 -12.84 -4.29  0.33
O14 -21.70 -13.19 1.23  -0.76
S5 -22.86 -12.86 2.01  1.09
O15 -24.19 -12.98 1.45  -0.15
O16 -22.72 -13.68 3.37  -0.29
C24 -23.77 -13.68 4.36  -0.33
C25 -24.08 -15.09 4.75  -0.63
C26 -22.67 -11.11 2.61  -1.24
H55 -24.70 -13.20 4.03  0.34
H56 -23.39 -13.06 5.18  0.33
H57 -23.30 -15.53 5.38  0.37
H58 -24.36 -15.69 3.88  -0.27
H59 -24.97 -15.09 5.39  0.42
H60 -22.24 -10.55 1.79  0.39
H61 -22.00 -10.95 3.46  0.39
H62 -23.61 -10.72 3.02  0.34
C27 -23.02 -23.80 -1.43  -0.39
C28 -21.69 -23.77 -1.48  -0.19
C29 -20.98 -22.81 -2.35  0.15
O17 -19.79 -22.94 -2.52  -0.59
C30 -21.87 -21.84 -3.06  -0.20
C31 -23.20 -21.91 -3.00  -0.20
C32 -23.92 -22.93 -2.17  0.38
O18 -25.14 -22.94 -2.21  -0.60
H63 -23.55 -24.46 -0.75  0.42
H64 -21.19 -24.51 -0.86  0.43
H65 -21.30 -21.12 -3.63  0.43
H66 -23.79 -21.29 -3.66  0.42
C33 -28.06 -18.51 -4.41  -0.67
C34 -29.34 -18.74 -4.68  -0.36
C35 -30.40 -18.58 -3.67  0.23
O19 -31.55 -18.88 -3.86  -0.57
C36 -29.93 -17.99 -2.41  -0.16
C37 -28.62 -17.78 -2.18  -0.35
C38 -27.50 -17.96 -3.15  0.20
O20 -26.34 -17.88 -2.82  -0.35
H67 -27.41 -18.88 -5.19  0.47
H68 -29.62 -19.18 -5.63  0.41
H69 -30.65 -17.70 -1.66  0.41
H70 -28.27 -17.41 -1.22  0.63
C39 -14.15 -12.67 0.00  -0.41
C40 -15.31 -13.33 -0.05  -0.25
C41 -15.58 -14.60 0.65  0.19
O21 -16.57 -15.28 0.54  -0.44
C42 -14.39 -15.00 1.43  -0.21
C43 -13.21 -14.40 1.50  -0.37
C44 -12.99 -13.10 0.80  0.36
O22 -11.92 -12.52 0.84  -0.54
H71 -14.01 -11.71 -0.48  0.38
H72 -16.11 -12.89 -0.63  0.39
H73 -14.46 -15.97 1.92  0.47
H74 -12.40 -14.90 2.01  0.41